No. 1
{
  "formula": "C5H6N2O",
  "method": "ωB97M-V/def2-TZVPD",
  "elements": ["C", "C", "C", "C", "C", "H", "H", "H", "H", "H", "H", "N", "N", "O"],
  "xyz": [[-3.2665, 0.0250, -0.4316], [-2.1017, 0.1073, 0.4630], [0.2807, -0.0528, 0.1470], [0.7853, 1.1822, 0.0805], [2.3156, -0.6588, -0.0718], [-4.3053, 0.6039, -0.4077], [-3.2044, -0.6077, -1.4095], [-2.1333, 0.5991, 1.5190], [0.4085, 2.4371, 0.4679], [3.0347, 1.3931, -0.2081], [3.2864, -1.1790, -0.4755], [2.1900, 0.7305, -0.3517], [1.1126, -1.1642, 0.2682], [-1.0357, -0.4785, -0.0030]],
  "mulliken_charge": [-0.69, 0.14, 0.49, -0.29, -0.14, 0.22, 0.20, 0.31, 0.27, 0.28, 0.28, -0.20, -0.52, -0.36],
  "relative_energy_kcal_mol": 110.5,
  "orbital_gap_ev": 8.9091,
  "mol_weight_g_mol": 110.12,
  "max_force_ev_per_a": 6.987
}

---

No. 2
{
  "formula": "C6H4O",
  "method": "ωB97M-V/def2-TZVPD",
  "elements": ["C", "C", "C", "C", "C", "C", "O", "H", "H", "H", "H"],
  "xyz": [[-2.8067, -0.7232, -1.6000], [-1.6589, -0.4450, -1.0773], [-0.6288, -0.0033, -0.1642], [0.1203, -0.7357, 0.6948], [1.2244, 0.0988, 1.0381], [1.0810, 1.2338, 0.3103], [-0.0335, 1.1780, -0.4570], [-0.8645, -0.8749, -1.7295], [-0.0822, -1.7535, 1.0019], [2.0030, -0.1223, 1.7507], [1.6459, 2.1474, 0.2321]],
  "mulliken_charge": [-0.29, -0.12, 0.28, -0.34, -0.32, -0.42, -0.28, 0.22, 0.43, 0.40, 0.43],
  "relative_energy_kcal_mol": 83.7,
  "orbital_gap_ev": 8.6959,
  "mol_weight_g_mol": 92.10,
  "max_force_ev_per_a": 1.986
}

---

No. 3
{
  "formula": "C8H18N3O5P",
  "method": "ωB97M-V/def2-TZVPD",
  "elements": ["C", "C", "H", "H", "O", "P", "O", "O", "C", "C", "H", "H", "H", "H", "H", "H", "H", "H", "C", "N", "C", "O", "N", "H", "C", "H", "H", "H", "H", "C", "O", "N", "H", "H", "H"],
  "xyz": [[-1.3181, 1.0916, -3.0717], [-1.1463, 2.1985, -2.0497], [-0.1436, 2.6305, -2.1239], [-1.8845, 2.9903, -2.2102], [-1.3760, 1.7800, -0.7033], [-0.7890, 0.4935, 0.0286], [-1.1382, 0.5056, 1.4551], [-1.4066, -0.7226, -0.7915], [-1.8003, -1.9304, -0.1463], [-3.1754, -2.3281, -0.6530], [-3.1534, -2.4511, -1.7326], [-3.4760, -3.2658, -0.1941], [-3.9018, -1.5590, -0.4023], [-1.0524, -2.6904, -0.3864], [-1.8187, -1.7680, 0.9359], [-1.1908, 1.5032, -4.0700], [-0.5792, 0.3112, -2.9110], [-2.3084, 0.6518, -2.9883], [1.0759, 0.6000, -0.1489], [1.6985, -0.1787, 0.8907], [1.5335, -1.5471, 0.8282], [1.1451, -2.1044, -0.1786], [1.8840, -2.2038, 1.9632], [2.2540, -1.6883, 2.7441], [1.9143, -3.6437, 2.0311], [1.5356, -4.0199, 1.0826], [1.2791, -4.0026, 2.8431], [2.9325, -4.0093, 2.1819], [1.6849, 0.2488, 1.8054], [1.3695, 2.0811, 0.0303], [1.8822, 2.7624, -0.8281], [1.0142, 2.5483, 1.2487], [1.0671, 3.5461, 1.3868], [0.3093, 2.0462, 1.7719], [1.4323, 0.2473, -1.1183]],
  "mulliken_charge": [-0.97, -0.14, 0.19, 0.37, -0.53, 1.05, -0.86, -0.11, -0.20, -1.43, 0.31, 0.41, 0.34, 0.29, 0.39, 0.45, 0.23, 0.23, 0.05, -0.32, 0.66, -0.68, -0.23, 0.18, -0.86, 0.30, 0.29, 0.31, 0.37, -0.24, -0.62, -0.33, 0.27, 0.23, 0.58],
  "smiles": "CCOP(=O)(OCC)[C@H](NC(=O)NC)C(N)=O",
  "orbital_gap_ev": 10.1522,
  "mol_weight_g_mol": 267.22,
  "max_force_ev_per_a": 1.041
}

---

No. 4
{
  "formula": "C14H9N3O2S2",
  "method": "ωB97M-V/def2-TZVPD",
  "elements": ["O", "O", "N", "N", "S", "C", "C", "C", "C", "C", "C", "C", "C", "C", "C", "C", "C", "C", "C", "N", "S", "H", "H", "H", "H", "H", "H", "H", "H", "H"],
  "xyz": [[3.8430, 2.5154, -0.7955], [3.2717, 2.7610, 1.5748], [4.0483, -2.7284, 0.7422], [3.8673, 0.2223, 0.7009], [-0.0856, -0.6207, 0.4909], [3.6812, -3.9358, 0.7105], [2.8979, -0.5455, 0.3471], [0.0931, 1.9521, 0.0591], [2.5205, -4.2069, 0.0442], [1.4989, 0.0004, 0.0795], [-0.8343, 0.9517, 0.1787], [2.0366, -3.0299, -0.2196], [1.4576, 1.3644, -0.0030], [-4.9187, 1.5452, -0.6940], [-3.9724, 2.1611, -1.4884], [-4.6055, 0.7251, 0.4081], [-2.6091, 1.9788, -1.2051], [-3.2674, 0.5177, 0.6735], [-2.2740, 1.0935, -0.1121], [2.9768, -2.0305, 0.2225], [3.2429, 1.8690, 0.3916], [4.3523, -4.6731, 1.1697], [-0.1353, 3.0587, -0.0810], [2.1667, -5.1921, -0.1335], [1.0676, -2.9417, -0.8229], [-5.9461, 1.7792, -0.8723], [-4.3044, 2.8295, -2.2750], [-5.3301, 0.3015, 1.0771], [-1.7098, 2.4739, -1.6876], [-3.0296, -0.1957, 1.5197]],
  "mulliken_charge": [-0.60, -0.58, -0.93, -0.54, -0.13, -0.08, 0.35, -0.91, -0.77, 0.23, 0.21, -0.11, 0.14, -0.30, -0.66, -0.68, -0.35, -0.22, 0.68, 0.74, 1.09, 0.41, 0.48, 0.42, 0.32, 0.37, 0.37, 0.41, 0.38, 0.26],
  "orbital_gap_ev": 8.3085,
  "mol_weight_g_mol": 315.38,
  "max_force_ev_per_a": 5.319
}

---

No. 5
{
  "formula": "C22H27Cl2INO2PdSi",
  "method": "ωB97M-V/def2-TZVPD",
  "elements": ["Pd", "C", "Si", "C", "N", "C", "C", "C", "C", "C", "C", "C", "C", "C", "C", "C", "C", "C", "C", "C", "C", "C", "H", "H", "H", "H", "H", "H", "H", "H", "H", "H", "H", "H", "H", "H", "H", "H", "H", "H", "H", "H", "H", "H", "H", "H", "Cl", "C", "Cl", "C", "O", "O", "H", "I", "C", "H", "H"],
  "xyz": [[1.2527, -2.5246, 0.5306], [2.4894, -1.2561, -0.4361], [1.3995, 0.2436, -0.6780], [-1.4320, -0.0366, -1.5248], [-2.2907, -0.9195, -2.3239], [-3.5832, -0.3177, -2.6319], [-4.4693, -0.0841, -1.3967], [-4.2914, -1.2243, -0.3809], [-3.8173, -2.4936, -1.0849], [-2.4575, -2.2691, -1.7742], [0.7625, 0.3496, 1.1086], [0.6884, -0.9267, 1.4796], [1.4991, 0.4602, 4.9327], [0.9992, 1.2792, 4.1048], [0.4715, 2.0243, 2.9910], [0.3981, 1.6212, 1.7136], [2.3076, 1.8154, -1.1162], [3.4864, 2.1209, -0.4290], [4.1854, 3.2895, -0.6878], [3.7073, 4.1797, -1.6409], [2.5318, 3.9017, -2.3212], [1.8369, 2.7291, -2.0585], [3.3634, -1.0651, 0.1897], [2.7960, -1.7951, -1.3418], [-1.7510, 0.9853, -1.7291], [-1.5879, -0.1710, -0.4458], [-4.0931, -0.9813, -3.3381], [-3.4080, 0.6246, -3.1536], [-5.5133, -0.0243, -1.7193], [-4.2218, 0.8749, -0.9371], [-5.2191, -1.4104, 0.1634], [-3.5570, -0.9269, 0.3711], [-4.5650, -2.7834, -1.8306], [-3.7422, -3.3330, -0.3888], [-2.3309, -3.0140, -2.5689], [-1.6501, -2.4449, -1.0547], [2.5190, -2.9849, 2.5281], [3.0659, -1.4708, 3.9222], [1.3328, 1.8447, 5.0833], [0.2180, 3.0566, 3.1931], [0.1692, 2.4041, 0.9948], [3.8619, 1.4376, 0.3273], [5.0945, 3.5116, -0.1424], [4.2440, 5.0994, -1.8397], [2.1380, 4.6095, -3.0393], [0.8930, 2.5516, -2.5594], [-0.3369, -1.4284, 2.9776], [-1.4590, -2.7874, 2.4369], [-0.2937, -4.0585, 1.7459], [3.6395, -2.4097, 3.9633], [4.6167, -2.5560, 4.6332], [3.2602, -3.3259, 3.0566], [-1.8321, -2.3393, 1.5128], [-1.8043, 3.6357, -0.5715], [0.0415, -0.2331, -1.8912], [0.2088, -1.3028, -2.0688], [0.2289, 0.2486, -2.8553]],
  "mulliken_charge": [-0.66, -1.34, 0.10, 0.16, 0.00, -0.94, -0.56, -0.51, -0.81, -0.29, 0.16, 1.29, -0.90, 0.26, -0.39, -0.22, 0.63, -0.51, -0.72, -0.38, -0.62, -0.13, 0.20, 0.56, -0.04, 0.04, 0.43, 0.43, 0.39, 0.26, 0.49, 0.07, 0.41, 0.42, 0.28, -0.01, 0.39, 0.15, 0.26, 0.43, -0.06, 0.25, 0.37, 0.35, 0.38, 0.32, 0.09, 0.33, -0.18, 0.46, -0.50, -0.48, -0.49, -0.74, -0.61, 0.27, 0.42],
  "relative_energy_kcal_mol": 166.9,
  "orbital_gap_ev": 5.5119,
  "charge": -1,
  "mol_weight_g_mol": 669.78,
  "max_force_ev_per_a": 1.048
}

---

No. 6
{
  "formula": "C45H103N11O13",
  "method": "ωB97M-V/def2-TZVPD",
  "elements": ["C", "C", "C", "O", "N", "C", "C", "O", "C", "C", "C", "C", "C", "C", "C", "C", "C", "O", "C", "H", "H", "H", "H", "H", "H", "H", "H", "H", "H", "H", "H", "H", "H", "H", "H", "H", "H", "H", "H", "H", "H", "H", "H", "H", "H", "H", "H", "H", "H", "H", "H", "H", "C", "O", "N", "C", "C", "H", "H", "H", "H", "H", "H", "H", "C", "O", "N", "C", "C", "H", "H", "H", "H", "H", "H", "H", "C", "O", "N", "C", "C", "H", "H", "H", "H", "H", "H", "H", "C", "O", "N", "C", "C", "H", "H", "H", "H", "H", "H", "H", "C", "O", "N", "C", "C", "H", "H", "H", "H", "H", "H", "H", "C", "O", "N", "C", "C", "H", "H", "H", "H", "H", "H", "H", "C", "O", "N", "C", "C", "H", "H", "H", "H", "H", "H", "H", "C", "O", "N", "C", "C", "H", "H", "H", "H", "H", "H", "H", "C", "O", "N", "C", "C", "H", "H", "H", "H", "H", "H", "H", "C", "O", "N", "C", "C", "H", "H", "H", "H", "H", "H", "H"],
  "xyz": [[-1.0869, -4.6949, 5.5772], [-2.2423, -4.4043, 6.5360], [-3.6551, -4.7160, 5.9851], [-3.7011, -5.1306, 4.6258], [-3.5902, -4.0554, 3.7183], [-4.7945, -3.2221, 3.6789], [-4.4486, -1.8086, 4.1087], [-5.5617, -0.9476, 3.9676], [-5.5184, 0.1425, 4.8879], [-4.2105, 0.9383, 4.8633], [-3.2641, 0.6537, 6.0499], [-1.7804, 0.6820, 5.6680], [-1.2417, -0.6523, 5.1300], [0.2403, -0.8542, 5.4611], [1.0073, -1.7801, 4.4996], [2.1020, -1.0689, 3.7003], [1.5885, -0.0602, 2.6629], [0.2562, -0.3658, 2.3038], [-0.4114, 0.6515, 1.5853], [-0.1436, -4.7510, 6.1147], [-0.9780, -3.8891, 4.8468], [-1.2564, -5.6063, 5.0089], [-2.1928, -3.3589, 6.8464], [-2.0968, -4.9875, 7.4462], [-4.3085, -3.8591, 6.1446], [-4.0847, -5.5479, 6.5455], [-2.7737, -3.5063, 3.9659], [-5.5635, -3.6467, 4.3217], [-5.1805, -3.1978, 2.6578], [-4.0913, -1.8260, 5.1401], [-3.6257, -1.4551, 3.4727], [-6.3644, 0.7771, 4.6264], [-5.6758, -0.2577, 5.8913], [-3.6819, 0.7757, 3.9219], [-4.4587, 2.0017, 4.8862], [-3.4232, 1.4331, 6.7987], [-3.5091, -0.3000, 6.5173], [-1.6409, 1.4481, 4.8981], [-1.1920, 0.9871, 6.5343], [-1.8155, -1.4665, 5.5815], [-1.3687, -0.7053, 4.0490], [0.2969, -1.2716, 6.4653], [0.7336, 0.1217, 5.5199], [0.3330, -2.3046, 3.8250], [1.5141, -2.5499, 5.0875], [2.7683, -0.5554, 4.3954], [2.6898, -1.8239, 3.1752], [1.6505, 0.9638, 3.0469], [2.2139, -0.1100, 1.7648], [-0.6119, 0.3052, 0.5685], [-1.3682, 0.8643, 2.0611], [0.1684, 1.5728, 1.5202], [-0.1425, -8.7141, 3.5357], [0.8375, -9.4319, 3.4811], [-1.3994, -9.1570, 3.7303], [-2.5348, -8.2575, 3.7912], [-1.6091, -10.5849, 3.8847], [-0.0828, -7.6174, 3.4292], [-3.0339, -8.3381, 4.7590], [-3.2547, -8.4932, 3.0050], [-2.2059, -7.2296, 3.6599], [-1.0498, -10.9632, 4.7411], [-1.2658, -11.1200, 2.9987], [-2.6695, -10.7741, 4.0331], [-4.1760, 3.2169, 1.0316], [-3.1743, 2.5401, 0.8894], [-5.4070, 2.7080, 1.2155], [-6.5746, 3.5452, 1.3883], [-5.5480, 1.2597, 1.2561], [-4.1550, 4.3201, 1.0242], [-7.0400, 3.3599, 2.3586], [-7.3101, 3.3485, 0.6056], [-6.2840, 4.5928, 1.3369], [-4.9367, 0.8517, 2.0589], [-5.2151, 0.8217, 0.3146], [-6.5881, 0.9988, 1.4329], [0.9956, -0.2291, -2.4560], [2.1796, -0.3352, -2.7125], [0.0203, -0.7474, -3.2223], [-1.3804, -0.5958, -2.8943], [0.4102, -1.4878, -4.4164], [0.6175, 0.3109, -1.5705], [-1.8504, -1.5705, -2.7479], [-1.9081, -0.0716, -3.6954], [-1.4833, -0.0200, -1.9759], [1.0343, -2.3397, -4.1492], [0.9941, -0.8611, -5.0898], [-0.4862, -1.8387, -4.9231], [4.5015, -0.8806, -6.4311], [3.3709, -1.3125, -6.2879], [5.0178, 0.1642, -5.7660], [6.3546, 0.6567, -6.0225], [4.1974, 0.8435, -4.7736], [5.2119, -1.3223, -7.1532], [6.9649, 0.5962, -5.1192], [6.3075, 1.6977, -6.3507], [6.8257, 0.0584, -6.8014], [3.9046, 0.1668, -3.9742], [3.2905, 1.2168, -5.2517], [4.7558, 1.6834, -4.3683], [3.3332, 4.2806, -5.1885], [4.2438, 3.9880, -5.9401], [2.0645, 4.5019, -5.5713], [1.0187, 4.8148, -4.6208], [1.7211, 4.4013, -6.9833], [3.4718, 4.3568, -4.0956], [0.2467, 4.0480, -4.6721], [0.5731, 5.7841, -4.8545], [1.4245, 4.8457, -3.6115], [1.9592, 3.4061, -7.3594], [2.2938, 5.1260, -7.5624], [0.6575, 4.5847, -7.1132], [-2.5126, 2.9921, -7.8848], [-1.5551, 3.7078, -8.1069], [-2.8647, 2.5413, -6.6652], [-4.0115, 1.6806, -6.4605], [-2.0561, 2.9392, -5.5279], [-3.1871, 2.6437, -8.6848], [-4.7345, 2.1538, -5.7930], [-3.7047, 0.7272, -6.0256], [-4.4958, 1.4859, -7.4149], [-2.0520, 4.0261, -5.4340], [-1.0283, 2.6028, -5.6704], [-2.4589, 2.4980, -4.6195], [8.0072, 1.5727, -9.9829], [9.1723, 1.4910, -10.3386], [6.9615, 1.1268, -10.6916], [5.5945, 1.2591, -10.2242], [7.2152, 0.4968, -11.9765], [7.7176, 2.0410, -9.0270], [5.1352, 0.2737, -10.1236], [5.0117, 1.8551, -10.9277], [5.5791, 1.7533, -9.2547], [7.8522, -0.3791, -11.8520], [7.7218, 1.1915, -12.6469], [6.2682, 0.1975, -12.4178], [1.3354, 0.2971, 8.4873], [0.1953, -0.0903, 8.6431], [1.8520, 1.3912, 9.0782], [3.2209, 1.8107, 8.8603], [0.9974, 2.1688, 9.9585], [2.0572, -0.2253, 7.8363], [3.7753, 1.8216, 9.8008], [3.2530, 2.8107, 8.4233], [3.7091, 1.1181, 8.1777], [0.6435, 1.5540, 10.7864], [0.1257, 2.5362, 9.4162], [1.5616, 3.0119, 10.3495], [-6.5769, -2.1526, 7.7551], [-5.4438, -2.0964, 7.3090], [-6.9225, -1.7266, 8.9800], [-8.2829, -1.8082, 9.4712], [-5.8850, -1.1673, 9.8329], [-7.4221, -2.5584, 7.1752], [-8.6643, -0.8145, 9.7130], [-8.3309, -2.4295, 10.3673], [-8.9204, -2.2492, 8.7078], [-5.4295, -0.2979, 9.3584], [-5.1000, -1.9026, 10.0091], [-6.3254, -0.8730, 10.7820], [8.3690, 4.6736, -11.5506], [7.3127, 5.0831, -12.0009], [9.4179, 5.4550, -11.2341], [10.6417, 4.8949, -10.6945], [9.3075, 6.8874, -11.4396], [8.5621, 3.6092, -11.3600], [10.8493, 5.3088, -9.7052], [11.4871, 5.1156, -11.3500], [10.5370, 3.8146, -10.6055], [8.4819, 7.2951, -10.8553], [9.1156, 7.1093, -12.4899], [10.2361, 7.3632, -11.1337]],
  "mulliken_charge": [-0.29, -0.62, 0.22, -0.36, -0.26, -1.16, 1.14, -0.52, -0.34, -0.01, -0.58, -1.11, 2.11, -0.89, -0.92, -1.18, -0.63, -0.27, -0.24, 0.50, -0.29, -0.07, 0.23, 0.55, -0.48, 0.63, 0.17, 0.38, 0.31, -0.27, 0.11, 0.52, -0.21, -0.43, 0.59, 0.46, 0.20, 0.16, 0.43, -1.27, -0.13, 0.51, 0.59, 0.35, 0.43, 0.34, 0.44, 0.49, 0.36, -0.11, 0.08, 0.43, 0.07, -0.60, 0.16, -0.79, -0.97, 0.31, 0.35, 0.35, 0.08, 0.30, 0.29, 0.39, 0.09, -0.57, 0.22, -0.92, -0.70, 0.28, 0.31, 0.34, 0.30, -0.01, 0.30, 0.37, 0.15, -0.65, 0.20, -0.63, -0.91, 0.23, 0.35, 0.09, 0.20, 0.27, 0.27, 0.38, 0.01, -0.56, 0.22, -0.97, -0.88, 0.30, 0.37, 0.32, 0.29, 0.42, 0.10, 0.42, 0.11, -0.58, 0.17, -0.73, -1.01, 0.26, 0.13, 0.34, 0.31, 0.25, 0.33, 0.43, 0.05, -0.55, 0.17, -0.90, -0.87, 0.25, 0.33, 0.28, 0.32, 0.33, 0.18, 0.43, 0.04, -0.63, 0.21, -0.92, -1.00, 0.34, 0.36, 0.34, 0.26, 0.33, 0.27, 0.41, 0.25, -0.62, 0.11, -0.95, -0.94, 0.23, 0.35, 0.35, 0.31, 0.30, 0.27, 0.40, 0.05, -0.62, 0.16, -0.94, -0.93, 0.30, 0.35, 0.35, 0.29, 0.26, 0.29, 0.39, 0.59, -0.66, 0.07, -0.88, -0.94, -0.10, 0.33, 0.33, 0.31, 0.29, 0.29, 0.38],
  "smiles": "CCCONCCOCCCCCCCCCOC.CN(C)C=O.CN(C)C=O.CN(C)C=O.CN(C)C=O.CN(C)C=O.CN(C)C=O.CN(C)C=O.CN(C)C=O.CN(C)C=O.CN(C)C=O",
  "relative_energy_kcal_mol": 1.8,
  "orbital_gap_ev": 8.9566,
  "mol_weight_g_mol": 1006.38,
  "max_force_ev_per_a": 0.530
}

---

> Number 2 is which compound?

C6H4O

---

> Number 1 is which compound?

C5H6N2O